Molecular formula: C17H14F3N2O6S
Method: DFT, ωB97M-V/def2-TZVPD

The LUMO energy comes out at 0.0202 Eh. The calculation puts the HOMO-LUMO gap at 4.252 eV.

```
! wB97M-V def2-TZVPD RIJCOSX def2/J DEFGRID3
* xyz -1 1
H 1.31391 -0.85733 1.40211
C 0.71517 -0.28424 -2.18210
C -0.96295 -1.98212 -3.70466
H -0.83517 -1.78796 2.22042
C -0.50640 0.18829 -2.75638
C -1.30814 -0.62295 -3.53496
O 3.24610 2.64120 -1.77909
S 2.11946 1.27087 2.07030
C 3.60483 0.16492 2.36843
H 1.15253 1.58915 -1.21655
C -0.41149 0.32024 1.95108
O 5.00759 1.43497 -1.23243
F 4.72551 0.89689 2.48493
H -3.29207 -1.47232 2.62977
C 0.28264 -2.45096 -3.24994
C -0.95276 1.60522 2.22381
H -2.72389 2.78890 2.54649
N 3.77405 1.54913 -1.45827
N -1.90910 -2.90268 -4.22729
C -1.27288 -0.78827 2.22167
H -4.89478 1.96051 2.67410
H 0.54235 -3.49030 -3.44204
C 0.92971 0.15506 1.46894
H -0.75329 1.24804 -2.64596
C -2.62905 -0.61162 2.49079
O -3.02261 -2.48105 -4.60936
H 3.41113 -0.54072 -1.40343
H -0.31052 2.48206 2.23940
C 2.93016 0.44054 -1.38567
C -4.66836 0.88821 2.65553
H 2.09228 -1.97631 -2.21129
O 1.77144 1.73263 3.39720
O 2.55916 2.21733 1.06074
H -2.24581 -0.27549 -3.96168
H -5.18660 0.45657 1.78841
C 1.10371 -1.61872 -2.50220
C -2.30794 1.78069 2.45327
C -3.18020 0.68022 2.53451
C 1.57353 0.62069 -1.46498
H -5.09098 0.42180 3.55864
F 3.76018 -0.71137 1.33493
O -1.59286 -4.11188 -4.29832
F 3.44245 -0.56782 3.49114
*
```